Record 1
This record from the Open Molecules 2025 dataset describes C31H29BrN4O6ReS as an isolated structure. The level of theory is the ωB97M-V functional and the def2-TZVPD basis.

Summary:
expectation value of S²: 0.78
Kohn-Sham gap (alpha / beta): 0.2109 / 0.2034 Ha
energy: -4919.1456 Eh
HOMO energy (alpha / beta): -13.30 / -13.17 eV
charge: +2
multiplicity: 2
ΔE to the lowest compared entry with this formula, charge and spin: 84.9 kJ/mol

```
73
C31H29BrN4O6ReS the ωB97M-V functional and the def2-TZVPD basis
Re -0.63 -0.12 -0.11
C 1.09 -0.65 -3.15
C -0.34 -0.29 -3.31
C -0.82 -0.07 -4.60
C -2.15 0.24 -4.81
C -2.99 0.30 -3.71
C -2.46 0.08 -2.45
N -1.14 -0.19 -2.24
C -3.32 0.17 -1.25
C -4.69 0.36 -1.24
C -5.34 0.49 -0.03
C -4.63 0.44 1.16
C -3.26 0.22 1.11
N -2.65 0.07 -0.09
C -2.35 0.11 2.27
C -2.80 0.36 3.55
C -1.93 0.20 4.61
C -0.66 -0.26 4.35
C -0.25 -0.50 3.04
C 1.13 -1.02 2.83
N -1.06 -0.27 2.00
H 1.35 -1.44 -3.85
H 1.29 -0.99 -2.14
H 1.73 0.21 -3.37
H -0.13 -0.14 -5.43
H -2.53 0.42 -5.80
H -4.03 0.52 -3.84
H -5.25 0.41 -2.16
H -6.41 0.64 0.00
H -5.13 0.55 2.11
H -3.82 0.68 3.72
H -2.24 0.41 5.62
H 0.04 -0.44 5.15
H 1.37 -1.71 3.63
H 1.85 -0.21 2.85
H 1.23 -1.53 1.87
O 1.17 6.13 -0.31
C 1.04 4.98 -0.04
C 1.39 4.30 1.30
O 2.18 4.66 2.12
C 0.66 2.95 1.30
C 0.19 2.76 -0.03
O -0.40 1.66 -0.46
C 0.44 3.88 -0.92
O 0.26 3.90 -2.11
O 0.56 2.18 2.25
Br 2.17 -5.21 -0.83
C 0.57 -4.37 -0.34
C -0.54 -5.09 0.09
C -1.68 -4.38 0.45
C -1.68 -3.00 0.37
N -0.61 -2.30 -0.05
C 0.49 -2.98 -0.39
H -0.51 -6.17 0.14
H -2.56 -4.90 0.79
H -2.55 -2.43 0.65
H 1.35 -2.39 -0.69
C 4.28 -1.49 0.23
C 3.85 -0.65 -0.96
S 2.62 0.63 -0.64
O 1.48 -0.11 0.09
C 3.40 1.61 0.68
C 3.98 2.89 0.12
H 4.77 -2.39 -0.15
H 3.42 -1.80 0.83
H 4.99 -0.98 0.86
H 3.40 -1.25 -1.75
H 4.68 -0.10 -1.42
H 4.14 1.00 1.19
H 2.59 1.79 1.39
H 4.66 2.69 -0.71
H 4.55 3.39 0.90
H 3.20 3.56 -0.24
```

Record 2
This record from the Open Molecules 2025 dataset describes C31H29BrN7ORuSSb as an isolated structure. The level of theory is the ωB97M-V functional and the def2-TZVPD basis.

Summary:
expectation value of S²: 0.89
Kohn-Sham gap (alpha / beta): 0.1576 / 0.1690 Ha
energy: -4964.2663 Eh
HOMO energy (alpha / beta): -9.31 / -9.35 eV
charge: +1
multiplicity: 2
ΔE to the lowest compared entry with this formula, charge and spin: 422.0 kJ/mol

```
72
C31H29BrN7ORuSSb the ωB97M-V functional and the def2-TZVPD basis
Ru -0.33 -0.20 0.15
N -3.34 -0.42 -3.00
C -2.53 -0.20 -1.96
S -1.31 -1.41 -1.56
N -2.63 0.90 -1.27
N -1.71 1.11 -0.34
C -1.77 2.23 0.36
C -2.94 3.13 0.27
C -3.69 3.38 1.42
C -4.85 4.14 1.35
C -5.25 4.68 0.14
C -4.51 4.44 -1.00
C -3.37 3.66 -0.94
C -0.64 2.46 1.22
C -0.49 3.56 2.07
C 0.64 3.66 2.86
C 1.63 2.68 2.75
C 1.45 1.65 1.85
N 0.35 1.53 1.11
H -3.27 -1.27 -3.54
H -4.06 0.25 -3.21
H -3.40 2.93 2.36
H -5.44 4.30 2.24
H -6.16 5.28 0.09
H -4.82 4.86 -1.95
H -2.81 3.45 -1.84
H -1.26 4.31 2.11
H 0.77 4.49 3.53
H 2.53 2.72 3.35
H 2.20 0.88 1.72
Br 4.87 5.29 6.42
C 4.17 3.52 6.42
C 3.36 3.10 7.48
C 2.88 1.81 7.50
C 3.18 0.92 6.44
C 3.99 1.38 5.38
C 4.48 2.66 5.37
N 2.66 -0.31 6.46
N 2.90 -1.21 5.60
C 2.26 -1.58 4.52
C 2.97 -2.39 3.60
C 2.60 -2.44 2.28
C 1.46 -1.76 1.81
O 1.22 -1.57 0.54
C 0.57 -1.21 2.78
N -0.64 -0.78 2.33
C -1.51 -0.31 3.21
C -1.23 -0.19 4.56
C 0.02 -0.58 5.03
C 0.95 -1.11 4.14
H 3.13 3.77 8.29
H 2.28 1.47 8.32
H 4.24 0.69 4.59
H 5.13 3.00 4.58
H 3.88 -2.86 3.94
H 3.21 -2.96 1.57
H -2.48 -0.02 2.82
H -1.98 0.19 5.23
H 0.26 -0.48 6.08
C 1.99 -3.82 -3.69
Sb 1.72 -2.94 -1.70
C 3.72 -2.09 -1.46
C 2.02 -4.77 -0.57
H 2.84 -4.49 -3.64
H 2.18 -3.04 -4.41
H 1.10 -4.37 -3.97
H 4.40 -2.73 -2.01
H 3.99 -2.05 -0.41
H 3.75 -1.09 -1.88
H 1.34 -5.53 -0.94
H 1.84 -4.61 0.48
H 3.04 -5.08 -0.73
```

Record 3
This record from the Open Molecules 2025 dataset describes C31H29CrN2O5P as an isolated structure. The level of theory is the ωB97M-V functional and the def2-TZVPD basis.

Summary:
expectation value of S²: 0.76
Kohn-Sham gap (alpha / beta): 0.2998 / 0.3129 Ha
energy: -3070.1091 Eh
HOMO energy (alpha / beta): -11.76 / -11.72 eV
charge: +1
multiplicity: 2

```
69
C31H29CrN2O5P the ωB97M-V functional and the def2-TZVPD basis
Cr 1.75 0.62 0.21
O 1.74 1.17 -1.81
C 1.39 2.56 -1.94
C 2.16 3.39 -0.91
N 2.31 2.66 0.37
C 3.74 2.57 0.75
C 4.39 1.45 -0.07
O 5.47 1.54 -0.57
O 3.60 0.39 -0.13
C 1.53 3.20 1.50
C 1.25 2.08 2.50
O 0.89 2.26 3.63
O 1.41 0.85 1.97
H 2.65 1.01 -2.11
H 0.31 2.58 -1.76
H 1.58 2.89 -2.96
H 1.65 4.35 -0.75
H 3.15 3.62 -1.30
H 3.81 2.30 1.80
H 4.26 3.52 0.59
H 0.57 3.56 1.14
H 2.05 4.03 2.00
C -2.32 0.00 -4.29
C -3.03 0.79 -3.40
C -2.57 0.98 -2.11
C -1.39 0.38 -1.69
C -0.68 -0.43 -2.58
C -1.15 -0.62 -3.87
P -0.75 0.52 0.00
C -1.40 -0.96 0.83
C -2.49 -1.64 0.30
C -3.02 -2.74 0.96
C -2.47 -3.17 2.16
C -1.38 -2.50 2.69
C -0.84 -1.40 2.03
C -1.67 1.90 0.78
C -2.24 1.74 2.04
C -2.84 2.82 2.68
C -2.90 4.06 2.06
C -2.34 4.22 0.80
C -1.72 3.15 0.17
H -2.69 -0.15 -5.29
H -3.96 1.26 -3.72
H -3.16 1.58 -1.42
H 0.24 -0.91 -2.27
H -0.60 -1.25 -4.55
H -2.94 -1.32 -0.64
H -3.88 -3.26 0.54
H -2.88 -4.02 2.67
H -0.94 -2.82 3.62
H 0.00 -0.88 2.46
H -2.20 0.79 2.54
H -3.27 2.68 3.66
H -3.37 4.89 2.55
H -2.40 5.18 0.30
H -1.31 3.31 -0.82
N 1.62 -1.38 0.07
C 1.61 -2.53 0.02
C 1.53 -3.95 -0.06
C 0.27 -4.54 -0.06
C 0.19 -5.92 -0.13
C 1.35 -6.69 -0.19
C 2.60 -6.08 -0.18
C 2.70 -4.70 -0.11
H -0.62 -3.93 -0.01
H -0.78 -6.41 -0.13
H 1.27 -7.76 -0.24
H 3.49 -6.69 -0.22
H 3.66 -4.22 -0.10
```